Record 1
59
Properties=species:S:1:pos:R:3:mulliken_charge:R:1 method="wB97M-V/def2-TZVPD" relative_energy_kcal_mol=2.97 homo_lumo_gap_ev=7.57 homo_energy_ha=-0.262
Pb 0.08 0.78 0.00 0.9437
C -0.24 3.11 2.45 -1.2654
N -0.98 1.85 2.34 1.0861
C -2.38 2.09 2.00 -1.2115
C -3.07 0.85 1.45 -1.0764
N -2.61 0.47 0.10 1.0469
C -3.13 1.38 -0.93 -1.2527
C -2.94 -0.90 -0.24 -0.2752
C -4.06 -1.51 0.31 -0.2443
C -4.40 -2.82 -0.01 -0.9044
C -3.62 -3.52 -0.90 -0.5996
C -2.51 -2.92 -1.46 -0.7547
C -2.14 -1.60 -1.15 0.7306
S -0.71 -0.93 -1.93 -0.6258
C -0.80 0.99 3.49 -0.8472
C -1.06 1.51 4.76 -0.3907
C -0.88 0.75 5.90 -0.8781
C -0.44 -0.56 5.77 -0.5668
C -0.19 -1.08 4.51 -0.6967
C -0.37 -0.33 3.34 0.9997
S -0.10 -1.17 1.81 -0.3526
H 0.78 2.90 2.78 0.3209
H -0.69 3.82 3.15 0.3688
H -0.20 3.59 1.47 0.3693
H -2.41 2.91 1.27 0.5382
H -2.95 2.44 2.87 0.3279
H -4.15 1.04 1.45 0.3173
H -2.87 0.01 2.11 0.6282
H -4.23 1.36 -0.96 0.3267
H -2.75 1.06 -1.90 0.3465
H -2.80 2.40 -0.75 0.3233
H -4.69 -0.97 1.01 0.3512
H -5.27 -3.27 0.45 0.3905
H -3.86 -4.54 -1.16 0.3693
H -1.88 -3.46 -2.16 0.4400
H -1.41 2.53 4.85 0.2828
H -1.08 1.17 6.88 0.3933
H -0.28 -1.18 6.64 0.3795
H 0.15 -2.11 4.41 0.4386
N 2.77 0.64 1.07 -0.3709
C 3.68 1.09 0.02 -0.4846
C 3.70 0.04 -1.08 -1.0265
N 2.40 -0.14 -1.71 -0.0149
C 2.32 0.21 -3.13 -0.9139
C 2.08 1.68 -3.39 -0.6289
N 0.76 2.10 -2.93 -0.2980
H 2.78 1.19 1.91 0.1787
H 2.95 -0.32 1.33 0.1944
H 4.71 1.26 0.37 0.4487
H 3.31 2.04 -0.38 0.2111
H 4.03 -0.90 -0.63 0.4020
H 4.46 0.31 -1.83 0.3353
H 2.04 -1.07 -1.58 0.3304
H 1.52 -0.38 -3.57 0.4217
H 3.25 -0.07 -3.65 0.3601
H 2.24 1.85 -4.47 0.3751
H 2.84 2.28 -2.87 0.3104
H 0.05 1.46 -3.24 0.1673
H 0.53 3.02 -3.27 0.2253

***

Record 2
64
Properties=species:S:1:pos:R:3:mulliken_charge:R:1 method="wB97M-V/def2-TZVPD" smiles="NP(O)c1cccc2c1Nc1ccccc1S2.CC(N)=O.CC(N)=O.CC(N)=O.CC(N)=O" homo_lumo_gap_ev=8.18 homo_energy_ha=-0.287
N 3.04 -1.00 0.75 -0.4962
P 2.92 0.67 0.39 0.0010
O 4.05 1.40 1.39 -0.5281
C 1.31 1.39 0.92 0.6975
C 0.87 2.53 0.26 -1.1077
C -0.32 3.15 0.57 -0.6951
C -1.16 2.64 1.54 -0.6259
C -0.75 1.52 2.22 0.6910
C 0.46 0.90 1.93 0.0477
N 0.78 -0.22 2.72 -0.2805
C -0.17 -1.28 2.72 0.1587
C 0.18 -2.56 2.35 -0.4492
C -0.82 -3.52 2.40 -0.7227
C -2.09 -3.22 2.83 -0.5092
C -2.44 -1.93 3.19 -0.7372
C -1.46 -0.97 3.11 0.7275
S -1.75 0.76 3.50 -0.3592
H 2.84 -1.60 -0.03 0.2823
H 3.86 -1.28 1.29 0.2471
H 4.62 1.88 0.78 0.3299
H 1.49 2.98 -0.52 0.3728
H -0.62 4.04 0.01 0.6380
H -2.11 3.11 1.80 0.4137
H 1.75 -0.49 2.72 0.3311
H 1.20 -2.79 2.02 0.4206
H -0.57 -4.54 2.11 0.3715
H -2.83 -4.01 2.87 0.4287
H -3.44 -1.68 3.52 0.4291
C -4.98 -4.77 -0.96 -0.9655
C -4.62 -3.68 0.03 0.6866
N -4.18 -2.51 -0.51 -0.3575
O -4.71 -3.82 1.23 -0.6002
H -6.03 -5.03 -0.82 0.2801
H -4.36 -5.64 -0.76 0.2548
H -4.83 -4.45 -1.99 0.3346
H -4.10 -2.35 -1.49 0.1625
H -3.94 -1.77 0.13 0.1906
C -1.30 -2.18 -3.27 -0.4904
C -0.16 -1.72 -2.40 0.7150
N -0.43 -1.57 -1.08 -0.0201
O 0.96 -1.50 -2.84 -0.6272
H -1.03 -3.12 -3.75 0.2785
H -1.48 -1.43 -4.04 0.2882
H -2.21 -2.33 -2.70 -0.1938
H -1.32 -1.74 -0.66 0.1344
H 0.33 -1.27 -0.49 -0.1365
C -2.52 6.15 -3.13 -0.8871
C -2.49 6.01 -1.63 0.6341
N -3.63 6.36 -0.98 -0.3823
O -1.51 5.62 -1.02 -0.6542
H -2.32 5.17 -3.58 0.2407
H -1.74 6.84 -3.44 0.2559
H -3.47 6.52 -3.49 0.3234
H -4.46 6.69 -1.45 0.1861
H -3.64 6.28 0.02 0.2214
C 7.52 0.80 0.17 -0.4287
C 7.69 -0.32 -0.83 0.5500
N 6.58 -1.07 -1.09 -0.3151
O 8.75 -0.55 -1.39 -0.6242
H 7.76 1.74 -0.32 0.2692
H 8.21 0.64 1.00 0.2571
H 6.51 0.85 0.56 -0.0622
H 5.69 -0.91 -0.65 0.2197
H 6.67 -1.82 -1.75 0.1849

***

Record 3
56
Properties=species:S:1:pos:R:3:mulliken_charge:R:1 method="wB97M-V/def2-TZVPD" relative_energy_kcal_mol=444.20 smiles="CCOC(=O)C1(CCOc2ccccc2)CCN([C@H](C)CSC)CC1" homo_lumo_gap_ev=8.34 homo_energy_ha=-0.288
C 2.06 1.69 4.40 -1.0465
C 0.91 2.67 3.80 -0.3912
O 0.83 2.60 2.51 -0.3452
C -0.01 1.35 2.29 -0.3129
O -0.56 0.58 3.21 -0.5827
C -0.13 1.28 0.59 2.5918
C -1.28 2.21 0.22 -1.3997
C -1.67 2.51 -1.19 -1.4624
O -2.96 1.29 -1.08 -0.3902
C -3.39 1.25 -2.43 0.7077
C -3.09 1.86 -3.53 -0.2351
C -3.99 1.81 -4.64 -0.4610
C -4.82 0.58 -4.64 -0.3871
C -5.00 0.04 -3.57 -0.2951
C -4.36 0.37 -2.35 -0.4440
C -0.68 -0.14 0.27 -1.4787
C 0.31 -1.42 0.48 -1.2114
N 1.62 -1.02 -0.26 0.2236
C 2.36 -2.07 -0.49 -0.2111
C 1.84 -3.22 -1.42 -1.7180
C 2.76 -2.81 1.05 -1.5267
S 4.26 -3.87 0.75 -0.0520
C 4.39 -4.48 2.60 -1.0472
C 2.10 0.49 0.29 -1.0867
C 1.07 1.36 -0.12 -1.5430
H 2.25 1.99 5.49 0.3925
H 2.88 1.90 3.83 0.3422
H 1.70 0.50 4.34 0.1881
H 0.01 2.41 4.28 0.4412
H 1.26 3.72 3.92 0.3630
H -0.74 3.32 0.51 0.4033
H -2.18 2.33 0.82 0.4399
H -2.10 3.29 -1.22 1.1355
H -0.95 2.22 -1.87 0.5006
H -2.33 2.84 -3.67 0.0961
H -3.73 2.54 -5.56 0.2521
H -5.41 0.73 -5.66 0.2336
H -5.92 -0.60 -3.74 0.2121
H -4.44 -0.32 -1.62 0.4468
H -1.70 -0.30 0.92 0.2491
H -1.04 -0.14 -0.68 0.9407
H -0.18 -2.23 0.23 0.8371
H 0.49 -1.19 1.74 0.0694
H 3.40 -1.58 -0.83 0.3750
H 2.61 -3.90 -1.40 0.4732
H 1.41 -2.65 -2.14 0.5527
H 1.05 -3.73 -0.93 0.3590
H 2.10 -3.28 1.39 1.0439
H 3.07 -2.12 1.81 0.4581
H 4.78 -3.47 2.92 0.2550
H 3.50 -4.85 2.74 0.3482
H 5.29 -4.84 2.65 0.4737
H 2.92 0.54 -0.18 1.0681
H 2.25 0.27 1.42 0.0284
H 1.64 2.46 0.16 0.1291
H 0.89 1.36 -1.02 0.9970

***

Record 4
58
Properties=species:S:1:pos:R:3:lowdin_spin:R:1 method="wB97M-V/def2-TZVPD" s_squared=2.0144 total_charge=-1 homo_lumo_gap_ev="5.76 / 5.90" multiplicity=3 homo_energy_ha="-0.122 / -0.127"
O -0.75 0.11 -0.78 -0.0028
C 0.54 0.25 -1.39 -0.0013
C 0.07 1.46 -2.20 -0.0001
H 0.74 -0.69 -1.92 0.0000
H 1.36 0.45 -0.67 -0.0009
C -1.24 1.36 -1.33 -0.0001
H -0.39 1.37 -3.18 0.0000
H 0.58 2.42 -2.10 0.0000
C -2.53 1.09 -2.10 -0.0001
H -2.33 0.25 -2.81 0.0000
H -2.87 1.97 -2.67 0.0000
H -3.32 0.78 -1.38 0.0000
C -1.21 2.59 -0.45 0.0011
H -0.16 2.92 -0.30 0.0002
H -1.68 2.51 0.54 0.0002
H -1.70 3.42 -0.99 0.0000
Pd 0.24 -0.01 2.12 1.0729
C 0.82 1.79 3.80 0.1113
C 1.77 0.73 3.62 0.1020
C 2.26 0.81 2.25 0.0244
H 2.11 0.01 4.36 0.0050
C 1.57 1.92 1.62 0.0796
C 0.70 2.50 2.58 0.0819
H 0.09 3.39 2.42 0.0036
H 0.32 2.03 4.73 0.0039
H 3.01 0.17 1.81 0.0021
H 1.76 2.27 0.61 0.0036
C -1.40 -0.08 3.93 0.1611
C -1.98 1.05 3.26 0.0344
C -2.31 0.69 1.93 0.1311
H -2.22 2.03 3.72 0.0006
C -1.90 -0.66 1.71 0.0222
C -1.42 -1.18 2.99 0.0503
H -1.20 -2.21 3.22 0.0034
H -1.12 -0.16 4.97 0.0066
H -2.92 1.28 1.24 0.0063
H -2.03 -1.24 0.82 0.0008
O 0.00 -1.08 -3.47 0.0000
C -0.21 -0.16 -4.60 0.0000
C 0.32 -0.76 -5.89 0.0000
H 0.43 0.75 -4.53 0.0000
H -1.26 0.18 -4.69 0.0000
C 1.28 -1.85 -5.38 0.0000
H 0.88 -0.02 -6.50 0.0000
H -0.53 -1.18 -6.44 0.0000
C 1.07 -1.97 -3.88 0.0000
H 2.30 -1.51 -5.56 0.0000
H 1.10 -2.79 -5.91 0.0000
H 1.97 -1.67 -3.34 0.0000
H 0.85 -2.98 -3.53 0.0000
C 0.93 -2.80 4.56 -0.0013
S 1.71 -2.81 2.94 0.0045
O 2.92 -2.02 3.14 -0.0010
O 1.87 -4.18 2.49 0.0115
O 0.76 -2.15 1.95 0.0834
H 1.57 -3.28 5.30 -0.0001
H -0.03 -3.32 4.52 0.0000
H 0.79 -1.76 4.87 -0.0005

***

What did the fourth record say?
58
Properties=species:S:1:pos:R:3:lowdin_spin:R:1 method="wB97M-V/def2-TZVPD" s_squared=2.0144 total_charge=-1 homo_lumo_gap_ev="5.76 / 5.90" multiplicity=3 homo_energy_ha="-0.122 / -0.127"
O -0.75 0.11 -0.78 -0.0028
C 0.54 0.25 -1.39 -0.0013
C 0.07 1.46 -2.20 -0.0001
H 0.74 -0.69 -1.92 0.0000
H 1.36 0.45 -0.67 -0.0009
C -1.24 1.36 -1.33 -0.0001
H -0.39 1.37 -3.18 0.0000
H 0.58 2.42 -2.10 0.0000
C -2.53 1.09 -2.10 -0.0001
H -2.33 0.25 -2.81 0.0000
H -2.87 1.97 -2.67 0.0000
H -3.32 0.78 -1.38 0.0000
C -1.21 2.59 -0.45 0.0011
H -0.16 2.92 -0.30 0.0002
H -1.68 2.51 0.54 0.0002
H -1.70 3.42 -0.99 0.0000
Pd 0.24 -0.01 2.12 1.0729
C 0.82 1.79 3.80 0.1113
C 1.77 0.73 3.62 0.1020
C 2.26 0.81 2.25 0.0244
H 2.11 0.01 4.36 0.0050
C 1.57 1.92 1.62 0.0796
C 0.70 2.50 2.58 0.0819
H 0.09 3.39 2.42 0.0036
H 0.32 2.03 4.73 0.0039
H 3.01 0.17 1.81 0.0021
H 1.76 2.27 0.61 0.0036
C -1.40 -0.08 3.93 0.1611
C -1.98 1.05 3.26 0.0344
C -2.31 0.69 1.93 0.1311
H -2.22 2.03 3.72 0.0006
C -1.90 -0.66 1.71 0.0222
C -1.42 -1.18 2.99 0.0503
H -1.20 -2.21 3.22 0.0034
H -1.12 -0.16 4.97 0.0066
H -2.92 1.28 1.24 0.0063
H -2.03 -1.24 0.82 0.0008
O 0.00 -1.08 -3.47 0.0000
C -0.21 -0.16 -4.60 0.0000
C 0.32 -0.76 -5.89 0.0000
H 0.43 0.75 -4.53 0.0000
H -1.26 0.18 -4.69 0.0000
C 1.28 -1.85 -5.38 0.0000
H 0.88 -0.02 -6.50 0.0000
H -0.53 -1.18 -6.44 0.0000
C 1.07 -1.97 -3.88 0.0000
H 2.30 -1.51 -5.56 0.0000
H 1.10 -2.79 -5.91 0.0000
H 1.97 -1.67 -3.34 0.0000
H 0.85 -2.98 -3.53 0.0000
C 0.93 -2.80 4.56 -0.0013
S 1.71 -2.81 2.94 0.0045
O 2.92 -2.02 3.14 -0.0010
O 1.87 -4.18 2.49 0.0115
O 0.76 -2.15 1.95 0.0834
H 1.57 -3.28 5.30 -0.0001
H -0.03 -3.32 4.52 0.0000
H 0.79 -1.76 4.87 -0.0005